Formula: C6H12N2
Source: the Open Molecules 2025 dataset
Level of theory: ωB97M-V/def2-TZVPD

HOMO-LUMO gap = 0.3067 hartree

```
! RIJCOSX wB97M-V def2-TZVPD def2/J DEFGRID3
* xyz 0 1
C -0.693 1.849 -1.170
C -1.719 0.989 -0.509
C -1.849 -0.926 -1.118
C -2.496 1.362 0.499
N -1.219 -1.786 -0.541
H -0.600 -1.548 0.261
H -2.347 -0.195 -1.757
H -0.597 2.837 -0.700
H -0.934 2.020 -2.223
H 0.275 1.340 -1.183
H -2.441 2.361 0.937
H -3.297 0.726 0.867
C 2.682 -1.977 0.707
C 2.161 -0.598 0.936
N 0.929 -0.318 0.911
H 0.705 0.666 1.064
H 2.937 0.157 1.130
H 3.318 -2.315 1.529
H 1.850 -2.661 0.534
H 3.333 -1.981 -0.174
*
```

Partial charges, natural (NBO), in e: -0.68, -0.13, 0.14, -0.47, -0.62, 0.42, 0.30, 0.21, 0.22, 0.22, 0.18, 0.20, -0.68, 0.17, -0.66, 0.36, 0.15, 0.23, 0.23, 0.23